(1)
The following is a quantum chemistry calculation of a molecular structure, C27H33CoNO4PS4 in a non-equilibrium geometry, from the OMol25 dataset.

Each line ends with the Mulliken charge.
Atoms and positions in Å:
1 Co 0.03972 1.79676 -0.04913  -0.67
2 S -0.57421 2.39073 -2.16013  -0.44
3 C -1.86927 1.20162 -2.35541  0.40
4 C -2.05679 0.57591 -3.58791  -0.50
5 C -3.07693 -0.34699 -3.77778  -0.73
6 C -3.93038 -0.67624 -2.73385  -0.64
7 C -3.76606 -0.05910 -1.50125  -0.52
8 C -2.74735 0.87046 -1.31601  0.37
9 S -2.60857 1.77324 0.20350  -0.47
10 C -2.34924 0.49982 1.48992  -0.36
11 C -1.38051 1.07193 2.50047  0.75
12 C -1.49486 0.84500 3.85798  -0.83
13 C -0.61957 1.49112 4.71832  -0.51
14 C 0.30385 2.39058 4.21006  -1.04
15 C 0.36314 2.56430 2.83766  0.60
16 C 1.27344 3.56225 2.17711  -1.14
17 S 0.51099 4.12207 0.60039  -0.29
18 C 1.95109 4.36051 -0.39716  0.32
19 C 2.27506 5.64401 -0.83575  -0.63
20 C 3.40799 5.83747 -1.61288  -0.59
21 C 4.20588 4.74419 -1.93501  -0.56
22 C 3.85906 3.46671 -1.51781  -0.88
23 C 2.70862 3.25190 -0.75436  0.76
24 S 2.27228 1.63555 -0.24377  -0.20
25 N -0.43348 1.88505 2.02116  0.72
26 H -1.37966 0.82138 -4.39830  0.47
27 H -3.20143 -0.81818 -4.74737  0.38
28 H -4.72319 -1.40481 -2.87748  0.39
29 H -4.42920 -0.30003 -0.67400  0.43
30 H -1.93115 -0.37569 1.00484  -0.38
31 H -3.28955 0.24931 1.96878  0.83
32 H -2.26626 0.18441 4.23446  0.52
33 H -0.68582 1.32605 5.78856  0.44
34 H 0.96049 2.95545 4.86032  0.48
35 H 2.22954 3.10571 1.92232  0.36
36 H 1.43564 4.42214 2.82382  0.63
37 H 1.63271 6.47949 -0.56781  0.42
38 H 3.66487 6.83111 -1.96341  0.37
39 H 5.10176 4.88550 -2.53383  0.37
40 H 4.46340 2.61055 -1.79837  0.46
41 C 0.68204 -4.19988 1.48805  -1.52
42 C -0.38766 -3.20829 1.93595  1.41
43 C -1.75229 -3.87097 1.93967  -1.74
44 C -0.06345 -2.66135 3.32151  -1.43
45 O -0.53715 -2.10120 0.98198  0.09
46 P 0.63956 -1.19314 0.35623  -0.60
47 O 1.68090 -0.85516 1.34053  -0.97
48 O -0.19413 -0.07111 -0.29226  2.91
49 O 1.28631 -2.06108 -0.79764  -0.24
50 C 0.77707 -2.37680 -2.13254  1.62
51 C -0.73538 -2.59211 -2.16468  -0.94
52 C 1.18328 -1.23595 -3.05582  -1.16
53 C 1.48362 -3.66306 -2.51845  -1.81
54 H 0.75020 -5.01063 2.21761  0.53
55 H 1.65939 -3.71573 1.40936  0.33
56 H 0.42998 -4.62539 0.51081  0.22
57 H -1.77888 -4.68334 2.67146  0.39
58 H -1.97989 -4.27788 0.95014  0.35
59 H -2.52404 -3.13744 2.19719  0.32
60 H -0.00817 -3.48606 4.03809  0.52
61 H -0.84564 -1.96479 3.64414  0.19
62 H 0.88819 -2.12793 3.30587  0.31
63 H -1.27331 -1.68879 -1.86843  -0.20
64 H -1.02214 -3.40362 -1.48795  0.10
65 H -1.03604 -2.85771 -3.18064  0.57
66 H 0.82861 -0.28030 -2.65172  -0.21
67 H 0.75187 -1.38166 -4.05050  0.39
68 H 2.27403 -1.19042 -3.14127  0.37
69 H 1.14536 -4.49378 -1.89018  0.33
70 H 2.56511 -3.55170 -2.39503  0.38
71 H 1.26660 -3.90401 -3.56236  0.40

Values from the calculation:
Total charge: 0
Spin multiplicity: 1
M (g mol⁻¹): 653.739
HOMO level (alpha / beta) (Ha): -0.2787 / -0.2792
LUMO level (alpha / beta) (Eh): -0.0444 / -0.0130
Max |F| (Eh/bohr): 0.0304
Kohn-Sham gap (alpha / beta) (eV): 6.38 / 7.24

(2)
The following is a quantum chemistry calculation of a single C19H21NO3 molecule, from the OMol25 dataset.

Each line ends with the Mulliken charge.
Atoms and positions in Å:
1 C -6.69784 -0.27019 0.23801  -0.96
2 H -7.50931 0.45223 0.31243  0.23
3 O -5.52913 0.48884 0.06752  -0.41
4 C -4.34209 -0.17238 -0.05042  1.04
5 C -4.18498 -1.54608 -0.02345  -0.54
6 C -2.92424 -2.11863 -0.13632  -1.24
7 C -1.80297 -1.33147 -0.30866  0.01
8 C -1.95955 0.05168 -0.35993  -0.17
9 C -3.19920 0.64295 -0.20675  0.59
10 O -3.41713 1.98627 -0.19256  -0.47
11 C -2.29474 2.83436 -0.14374  -0.82
12 H -2.69068 3.83562 0.01966  0.30
13 H -1.73835 2.81874 -1.08837  0.33
14 H -1.62370 2.56742 0.67899  0.33
15 H -1.09031 0.66823 -0.50590  0.52
16 C -0.43151 -1.94378 -0.41236  -0.87
17 H -0.50791 -3.01445 -0.21783  0.37
18 H -0.04192 -1.81912 -1.42760  0.36
19 C 0.57350 -1.33273 0.57786  -0.88
20 N 1.21555 -0.15030 0.05481  0.09
21 C 1.18576 1.05795 0.66634  0.66
22 O 0.53056 1.29009 1.66411  -0.61
23 C 1.97299 2.11153 -0.03387  -0.82
24 C 3.24226 2.00482 -0.42506  -0.66
25 C 4.12081 0.85644 -0.20348  0.23
26 C 4.07806 0.12213 0.98188  -0.05
27 C 4.92269 -0.95564 1.16854  -0.68
28 C 5.82236 -1.31811 0.17895  -0.45
29 C 5.88558 -0.58525 -0.99480  -0.46
30 C 5.04946 0.49951 -1.18083  -0.42
31 H 5.10130 1.07119 -2.09687  0.42
32 H 6.59315 -0.85644 -1.76457  0.38
33 H 6.47974 -2.16192 0.32654  0.38
34 H 4.88325 -1.51263 2.09303  0.42
35 H 3.39405 0.41558 1.76408  0.53
36 H 3.69720 2.83279 -0.95635  0.42
37 H 1.43580 3.03933 -0.17546  0.45
38 H 1.80240 -0.26677 -0.75636  0.21
39 H 1.34610 -2.07242 0.82062  0.41
40 H 0.06530 -1.03497 1.49749  0.43
41 H -2.83070 -3.19367 -0.08937  0.30
42 H -5.03935 -2.19199 0.10196  0.37
43 H -6.88018 -0.93055 -0.61713  0.37
44 H -6.66208 -0.86823 1.15522  0.37

Values from the calculation:
Total charge: 0
Spin multiplicity: 1
M (g mol⁻¹): 311.381
HOMO level (Ha): -0.2861
LUMO level (Eh): 0.0150
Energy relative to the best compared isomer or geometry (same formula, charge and spin) (kcal/mol): 48.9
SMILES string: COc1ccc(CCNC(=O)/C=C\c2ccccc2)cc1OC
Max |F| (Eh/bohr): 0.0094
Kohn-Sham gap (eV): 8.19

(3)
The following is a quantum chemistry calculation of a single C20H25FN2O2 molecule, from the OMol25 dataset.

Each line ends with the Mulliken charge.
Atoms and positions in Å:
1 C -2.85509 3.42176 -3.40544  -1.01
2 H -2.80143 3.70308 -4.46292  0.39
3 H -3.65327 2.69269 -3.27020  0.24
4 O -1.68195 2.78020 -2.97595  -0.38
5 C -0.50662 3.48964 -2.97570  0.63
6 C -0.39548 4.78746 -3.44317  -0.46
7 C 0.81297 5.46692 -3.37830  -0.74
8 C 1.92038 4.84232 -2.84640  -0.88
9 C 1.82522 3.53717 -2.39229  -0.23
10 C 0.62722 2.83085 -2.44466  0.16
11 N 0.49300 1.54451 -1.92387  0.41
12 C 1.50013 1.04326 -1.02000  -1.07
13 C 0.89921 -0.08544 -0.18184  -0.55
14 N 0.43502 -1.16038 -1.03840  0.06
15 C -0.56968 -0.63772 -1.94839  -0.79
16 C 0.02633 0.48361 -2.79153  -0.71
17 H -0.72993 0.87195 -3.46954  0.43
18 H 0.86450 0.07618 -3.38142  0.26
19 H -0.90046 -1.44579 -2.60518  0.41
20 H -1.44533 -0.24561 -1.40246  0.36
21 C -0.06463 -2.30415 -0.29301  -0.75
22 C 1.05957 -3.08366 0.40447  -1.19
23 C 1.08422 -2.87982 1.91698  -0.49
24 O -0.10028 -3.44837 2.44171  -0.31
25 C -0.35255 -3.34074 3.77066  0.34
26 C -1.56803 -3.88058 4.20101  -0.42
27 C -1.93135 -3.82927 5.52925  -0.47
28 C -1.07086 -3.23182 6.43485  0.26
29 C 0.13501 -2.69285 6.03672  -0.65
30 C 0.49643 -2.74734 4.70043  -0.14
31 H 1.44275 -2.32620 4.40143  0.36
32 H 0.78573 -2.23534 6.76504  0.41
33 F -1.42098 -3.17617 7.74026  -0.33
34 H -2.86731 -4.24282 5.86922  0.41
35 H -2.21234 -4.33756 3.46726  0.39
36 H 1.12757 -1.81242 2.16865  0.35
37 H 1.96365 -3.38055 2.34657  0.50
38 H 0.92817 -4.15033 0.22280  0.40
39 H 2.01753 -2.78273 -0.01889  0.48
40 H -0.82341 -2.00940 0.45160  0.45
41 H -0.55423 -2.95972 -1.01602  0.42
42 H 1.67253 -0.46978 0.48517  0.25
43 H 0.07354 0.32376 0.42893  0.32
44 H 1.81835 1.84565 -0.35179  0.48
45 H 2.37773 0.65010 -1.56003  0.38
46 H 2.70773 3.05741 -1.99931  0.46
47 H 2.86616 5.36010 -2.78974  0.37
48 H 0.87304 6.48152 -3.74142  0.38
49 H -1.25511 5.29576 -3.85068  0.39
50 H -3.07335 4.31067 -2.80447  0.38

Values from the calculation:
Total charge: 0
Spin multiplicity: 1
M (g mol⁻¹): 344.430
HOMO level (Ha): -0.2826
LUMO level (Eh): 0.0288
Energy relative to the best compared isomer or geometry (same formula, charge and spin) (kcal/mol): 18.5
SMILES string: COc1ccccc1N1CCN(CCCOc2ccc(F)cc2)CC1
Max |F| (Eh/bohr): 0.0109
Kohn-Sham gap (eV): 8.47

(4)
The following is a quantum chemistry calculation of a gas-phase ion, C3H7N3O2 (charge -1) in a non-equilibrium geometry, from the OMol25 dataset.

Each line ends with the Mulliken charge.
Atoms and positions in Å:
1 O 0.01536 0.44994 2.58758  -0.73
2 C -0.17899 -0.39401 1.74833  0.28
3 N -1.09213 -1.42227 1.83528  -0.83
4 C 0.64014 -0.41007 0.41722  -1.08
5 N -0.23080 -0.20756 -0.74219  0.15
6 C -0.06815 0.72090 -1.73639  -0.20
7 N 1.08666 1.46809 -1.74814  -0.76
8 O -0.81562 0.72050 -2.70481  -0.67
9 H -1.60349 -1.48569 2.71104  0.60
10 H -1.55799 -1.80316 1.01267  0.35
11 H 1.10727 -1.39129 0.34470  0.35
12 H 1.27915 0.46123 0.47393  0.31
13 H -1.14961 -0.61350 -0.74596  0.22
14 H 1.46193 1.84304 -0.89987  0.46
15 H 1.10627 2.06384 -2.55339  0.54

Values from the calculation:
Total charge: -1
Spin multiplicity: 2
M (g mol⁻¹): 117.108
HOMO level (alpha / beta) (Ha): 0.0563 / -0.2084
LUMO level (alpha / beta) (Eh): 0.1284 / 0.1445
Energy relative to the best compared isomer or geometry (same formula, charge and spin) (kcal/mol): 0.0
Max |F| (Eh/bohr): 0.0477
Kohn-Sham gap (alpha / beta) (eV): 1.96 / 9.60

Question: What is the formula in the third record?
Answer: C20H25FN2O2

Question: Which of these has the highest spin multiplicity?
Answer: C3H7N3O2

Question: What is the formula in the third record?
Answer: C20H25FN2O2